Record 1
# CH3O2S2

A 2-piece molecular cluster, CH3O2S2 overall at a distorted geometry (ωB97M-V/def2-TZVPD, OMol25).

As for the total energy: -986.614843 Eh. Its HOMO-LUMO gap (alpha / beta) is 7.0 / 7.0 eV. The lowest unoccupied orbital energy (alpha / beta) is 2.692 / 2.694 eV. As for the net charge: -1.

Atoms and positions in Å:
C  0.90604  0.21062  -0.06462
O  -1.05088  0.26213  1.54501
O  -0.76372  -2.48707  -0.39367
S  -1.81357  1.25931  -0.95244
S  -0.88185  -0.08085  0.18801
H  1.33495  -0.26397  0.86767
H  1.05251  -0.25920  -1.00530
H  1.21652  1.35903  -0.18467


Record 2
# C5H13N6O3

C5H13N6O3 as an isolated structure at a distorted geometry (ωB97M-V/def2-TZVPD, OMol25).

As for the total energy: -752.295064 Eh. Its HOMO-LUMO gap is 8.4 eV. The lowest unoccupied orbital energy is -2.431 eV. As for the net charge: +1.

Atoms and positions in Å:
C  -1.63407  -0.45722  1.16208
C  3.74398  -0.43077  0.63734
C  0.04265  2.20904  -0.13836
C  0.92116  -2.66116  -1.94278
C  -0.97575  0.13238  -0.68920
N  -1.93664  0.41155  2.10143
N  1.11271  2.95342  0.14657
N  0.15825  0.91147  -0.34910
N  -0.63004  -0.97942  -1.33449
N  -1.97714  -1.71278  1.30496
N  -1.18901  2.73210  -0.15410
O  3.07805  0.48953  0.45678
O  4.39966  -1.34248  0.81292
O  0.58238  -1.72385  -0.95478
H  1.03003  -2.18864  -2.92369
H  0.17028  -3.45943  -2.00561
H  1.87371  -3.08776  -1.63136
H  -1.70367  1.38367  1.99658
H  -2.43121  0.14708  2.95004
H  2.02336  2.52515  0.18394
H  1.04516  3.95013  0.24908
H  1.07399  0.47301  -0.32698
H  -1.37848  -1.62815  -1.53583
H  -1.71146  -2.39102  0.61071
H  -2.46918  -2.06363  2.12179
H  -1.33820  3.72395  -0.21771
H  -1.88051  2.08383  -0.53023


Record 3
# C8H8NO5S

An isolated ion of composition C8H8NO5S and charge -1 at a distorted geometry (ωB97M-V/def2-TZVPD, OMol25).

As for the total energy: -1138.821789 Eh. Its HOMO-LUMO gap is 7.3 eV. The lowest unoccupied orbital energy is 3.042 eV. As for the structure (SMILES): O=C([O-])/C(S)=C(\O)Cn1c(O)ccc1O. As for the net charge: -1.

Atoms and positions in Å:
O  4.29821  -0.36248  0.85987
C  3.46048  0.50690  0.52183
O  3.45972  1.77103  0.59645
C  2.20198  -0.11970  -0.12721
S  2.22570  -1.86925  -0.32469
C  1.18772  0.66517  -0.54249
O  1.04929  2.00137  -0.44587
C  -0.13196  0.00080  -1.16727
N  -1.23373  -0.14746  -0.26216
C  -2.09052  0.84278  0.14349
O  -1.72582  2.20153  -0.08740
C  -3.11198  0.32708  0.94242
C  -2.88635  -1.04283  1.07692
C  -1.73251  -1.27821  0.32257
O  -1.12683  -2.46886  0.10872
H  3.62820  -1.86769  -0.28851
H  1.86793  2.17565  0.12956
H  -0.58604  0.58436  -1.88208
H  0.04330  -0.91491  -1.55174
H  -0.85595  2.06273  -0.39938
H  -3.90267  0.98116  1.23814
H  -3.60605  -1.59493  1.66665
H  -0.43211  -2.45424  -0.52782


Record 4
# C35H20AsCl2F5IN2Tc

C35H20AsCl2F5IN2Tc as an isolated structure at a distorted geometry (ωB97M-V/def2-TZVPD, OMol25).

As for the total energy: -5488.968510 Eh. Its HOMO-LUMO gap (alpha / beta) is 6.1 / 7.2 eV. As for the spin multiplicity: 2. The lowest unoccupied orbital energy (alpha / beta) is -4.669 / -4.045 eV. Its expectation value of S² is 1.034. As for the net charge: +1.

Atoms and positions in Å:
Tc  0.85411  -1.10160  0.53097
F  1.19173  -3.82296  1.21032
C  0.08588  -3.85206  0.40612
C  -0.30971  -2.67477  -0.19500
C  -1.38057  -2.80129  -1.05214
F  -1.85244  -1.74735  -1.74464
C  -2.04606  -3.99209  -1.26323
F  -3.08244  -4.06320  -2.09443
C  -1.62354  -5.12897  -0.60719
F  -2.25005  -6.28110  -0.80177
C  -0.53506  -5.06746  0.23925
F  -0.10766  -6.16515  0.85680
Cl  -1.28196  -1.98038  4.75776
C  0.24363  -1.21096  4.67224
C  0.95529  -0.94380  5.82716
C  2.19004  -0.31100  5.75468
C  2.75074  0.06421  4.53022
C  2.02415  -0.22214  3.41010
Cl  2.60427  0.17657  1.80685
C  0.76407  -0.86441  3.40586
N  0.12303  -1.14157  2.23239
H  0.54084  -1.23533  6.78470
H  2.73358  -0.10204  6.66930
H  3.71130  0.56055  4.47492
I  4.20662  1.69292  -3.62072
C  3.63392  -0.07943  -2.71943
C  4.21353  -1.29250  -3.05738
C  3.76941  -2.44271  -2.42696
C  2.75827  -2.35312  -1.49500
N  2.19859  -1.17335  -1.15753
C  2.64052  -0.05096  -1.76026
H  4.99540  -1.34046  -3.80502
H  4.19235  -3.41038  -2.66570
H  2.36414  -3.23575  -1.00743
H  2.17684  0.88313  -1.47065
C  -5.17866  0.67192  0.67024
C  -4.77347  1.00525  -0.61651
C  -3.43022  0.94708  -0.96267
C  -2.50458  0.55393  -0.00804
C  -2.90061  0.19797  1.27825
C  -4.24579  0.26383  1.61595
As  -0.62609  0.60321  -0.38893
C  -0.38688  1.31118  -2.15447
C  -0.48266  0.64048  -3.36447
C  -0.23968  1.33878  -4.54045
C  0.10146  2.68507  -4.48848
C  0.21264  3.34247  -3.27075
C  -0.02458  2.65899  -2.08591
C  0.10982  3.23335  -0.72228
C  0.44042  4.54816  -0.41767
C  0.54106  4.93861  0.90984
C  0.31976  4.02684  1.93881
C  -0.00977  2.71029  1.63945
C  -0.11609  2.33197  0.31077
H  -6.22879  0.72338  0.93527
H  -5.50554  1.30933  -1.35561
H  -3.11479  1.20542  -1.96366
H  -2.17406  -0.15165  2.00213
H  -4.56626  -0.00978  2.61529
H  -0.75197  -0.40401  -3.39895
H  -0.31733  0.83236  -5.49482
H  0.28846  3.22791  -5.40743
H  0.49039  4.38995  -3.24795
H  0.61645  5.27280  -1.20484
H  0.79357  5.96527  1.14668
H  0.39962  4.34680  2.97104
H  -0.18856  1.99371  2.43507


Record 5
# C23H23N3O4

An isolated molecule of C23H23N3O4 at a distorted geometry (ωB97M-V/def2-TZVPD, OMol25).

As for the total energy: -1355.537387 Eh. Its HOMO-LUMO gap is 8.8 eV. The lowest unoccupied orbital energy is 0.217 eV. As for the structure (SMILES): CC(C)CNC(=O)c1cccc(NC(=O)c2ccc(NC(=O)c3ccco3)cc2)c1.

Atoms and positions in Å:
C  6.31290  1.73720  1.22723
C  5.86502  2.54646  0.01363
C  7.04197  3.30190  -0.59644
C  5.23671  1.62765  -1.04284
N  4.04764  0.97215  -0.55512
C  3.95267  -0.36846  -0.40829
O  4.82917  -1.14045  -0.74452
C  2.65777  -0.83658  0.17790
C  1.98855  -0.13616  1.17631
C  0.81579  -0.64830  1.70364
C  0.28839  -1.83654  1.23451
C  0.93982  -2.53380  0.21846
N  0.44610  -3.74031  -0.28191
C  -0.84798  -4.15940  -0.42733
O  -1.09250  -5.32248  -0.67623
C  -1.90878  -3.12075  -0.33142
C  -1.78156  -1.88798  -0.96584
C  -2.79782  -0.95625  -0.90717
C  -3.96798  -1.24619  -0.20779
N  -5.02256  -0.34347  -0.09833
C  -5.09586  0.95011  -0.53538
O  -4.21237  1.55187  -1.11111
C  -6.39143  1.57684  -0.22889
C  -6.83124  2.84515  -0.51073
C  -8.14363  2.93027  -0.00018
C  -8.40964  1.71427  0.55409
O  -7.36270  0.88843  0.42394
C  -4.11036  -2.49354  0.40163
C  -3.09496  -3.42346  0.33061
C  2.13980  -2.03920  -0.28137
H  5.47693  1.19206  1.65975
H  6.72922  2.39123  1.98992
H  7.07224  1.01515  0.93678
H  5.10748  3.27377  0.33208
H  6.71972  3.89856  -1.44693
H  7.48845  3.96625  0.13935
H  7.80297  2.60283  -0.93495
H  5.93677  0.83459  -1.31550
H  4.99020  2.20801  -1.93927
H  3.27309  1.55646  -0.28449
H  2.39517  0.78231  1.57368
H  0.30938  -0.12108  2.49811
H  -0.61764  -2.23292  1.66470
H  1.13962  -4.42411  -0.56126
H  -0.88622  -1.65687  -1.52315
H  -2.69482  -0.00337  -1.39788
H  -5.84032  -0.69494  0.38327
H  -6.27266  3.60322  -1.01882
H  -8.79830  3.77605  -0.03929
H  -9.27729  1.32904  1.05294
H  -5.02445  -2.73090  0.92782
H  -3.20441  -4.39285  0.79274
H  2.68390  -2.58145  -1.04066


Record 6
# C6H14N2O2

A 2-piece molecular cluster, C6H14N2O2 overall at a distorted geometry (ωB97M-V/def2-TZVPD, OMol25).

As for the total energy: -496.967698 Eh. Its HOMO-LUMO gap is 9.7 eV. The lowest unoccupied orbital energy is 0.662 eV. As for the structure (SMILES): CNC(C)=O.CNC(C)=O.

Atoms and positions in Å:
C  0.88263  0.00366  -1.77385
N  1.65590  -0.98127  -1.02533
C  1.85380  -0.85843  0.31534
C  2.36268  -1.90762  1.23918
O  1.42436  0.09168  0.88801
H  0.22321  -0.41001  -2.34962
H  0.34537  0.72712  -1.09886
H  1.65713  0.68696  -2.23389
H  1.67523  -2.04154  -1.36845
H  3.28935  -2.39676  0.94900
H  2.63795  -1.53107  2.29374
H  1.71379  -2.79702  1.36800
C  -1.79084  -1.26954  0.21812
N  -1.42071  0.11011  0.62773
C  -1.70115  1.29702  -0.12907
C  -0.97644  2.51810  0.51927
O  -2.46518  1.31234  -1.06324
H  -2.57503  -1.56994  0.92770
H  -2.01397  -1.31751  -0.89819
H  -0.86107  -1.79474  0.41556
H  -0.79038  0.17586  1.45123
H  -0.73089  3.39521  -0.05159
H  -1.67718  2.84111  1.28996
H  0.00268  2.19911  1.15649


Record 7
# C7H10

A 2-piece molecular cluster, C7H10 overall (ωB97M-V/def2-TZVPD, OMol25).

As for the total energy: -272.590535 Eh. Its HOMO-LUMO gap is 10.0 eV. The lowest unoccupied orbital energy is 1.189 eV. As for the structure (SMILES): C=C1C[C@@H]2[C@@H]3[C@H]1[C@H]23.[H][H].

Atoms and positions in Å:
C  -1.77443  1.09418  0.30010
C  -0.67632  0.42094  -0.02549
C  0.00509  0.29875  -1.37475
C  0.79631  -0.99157  -1.14233
C  0.19863  -1.81189  -0.02895
C  0.03292  -0.58371  0.82705
C  1.36419  -0.98552  0.24412
H  -2.31361  1.70046  -0.42132
H  -2.18803  1.03220  1.30428
H  0.68579  1.14171  -1.55644
H  -0.70436  0.24328  -2.20567
H  1.33422  -1.48632  -1.94599
H  -0.07436  -2.84641  0.10741
H  -0.14552  -0.66366  1.89549
H  2.33756  -1.18293  0.66815
H  0.23831  2.28312  1.49380
H  0.88362  2.33737  1.86052


Record 8
# C31H39N3O6S

An isolated molecule of C31H39N3O6S (ωB97M-V/def2-TZVPD, OMol25).

As for the total energy: -2218.601444 Eh. Its HOMO-LUMO gap is 8.4 eV. The lowest unoccupied orbital energy is 0.335 eV. As for the structure (SMILES): COc1cc([C@H](C(=O)NC(C)(C)C)N(C(=O)CNC(=O)c2cccs2)c2ccc(C(C)C)cc2)cc(OC)c1OC.

Atoms and positions in Å:
C  4.12866  2.15628  2.76675
O  3.24145  1.35564  3.50750
C  2.01875  1.04956  2.96664
C  1.63583  1.45614  1.69226
C  0.40602  1.10203  1.16041
C  0.04616  1.57520  -0.22310
C  -0.66239  2.96252  -0.27721
O  -0.76096  3.52819  -1.34414
N  -1.00909  3.45916  0.91649
C  -1.75603  4.70309  1.11598
C  -0.88935  5.87617  0.65305
C  -2.04250  4.81015  2.61298
C  -3.06425  4.65734  0.32466
N  -0.75618  0.60655  -0.96281
C  -2.09870  0.59927  -0.85171
O  -2.71317  1.40142  -0.17211
C  -2.82347  -0.55607  -1.54868
N  -2.34770  -1.82378  -1.05193
C  -1.84159  -2.79208  -1.85520
O  -1.89822  -2.74790  -3.06908
C  -1.21288  -3.91654  -1.14615
C  -0.73406  -5.05981  -1.72248
C  -0.12985  -5.93470  -0.79915
C  -0.14768  -5.44817  0.46949
S  -0.90502  -3.91303  0.56335
C  -0.02956  -0.30701  -1.77412
C  -0.09413  -0.21786  -3.15724
C  0.58210  -1.13449  -3.93767
C  1.33433  -2.14893  -3.35850
C  2.02187  -3.19128  -4.20274
C  3.25834  -2.59596  -4.88145
C  1.06141  -3.77973  -5.23845
C  1.43949  -2.18734  -1.97413
C  0.77048  -1.27410  -1.18110
C  -0.46448  0.32549  1.91501
C  -0.10853  -0.08319  3.19034
O  -0.89827  -0.83396  4.00613
C  -2.12925  -1.29521  3.50879
C  1.13835  0.27820  3.73929
O  1.36278  -0.21748  4.98975
C  2.29632  0.39861  5.84718
H  3.70143  3.13996  2.54756
H  5.00472  2.27903  3.40216
H  4.42734  1.67092  1.83221
H  2.30395  2.04956  1.09040
H  0.96705  1.71360  -0.80305
H  -1.00314  2.81667  1.69429
H  -1.42692  6.81173  0.78029
H  -0.64097  5.75249  -0.39680
H  0.03246  5.91801  1.22950
H  -2.67383  3.98572  2.93769
H  -2.55786  5.74215  2.82846
H  -1.11535  4.78924  3.18279
H  -3.67442  5.52761  0.55106
H  -2.84759  4.63989  -0.73909
H  -3.61503  3.75341  0.57093
H  -2.66010  -0.55110  -2.62832
H  -3.89335  -0.43709  -1.34455
H  -2.27825  -1.92784  -0.05155
H  -0.82298  -5.25078  -2.77590
H  0.30056  -6.88316  -1.06569
H  0.23757  -5.89582  1.36424
H  -0.68221  0.56563  -3.61122
H  0.50489  -1.06590  -5.01089
H  2.35015  -3.99867  -3.53802
H  2.97499  -1.76959  -5.52908
H  3.75866  -3.35160  -5.48301
H  3.95961  -2.22342  -4.13765
H  1.46580  -4.70341  -5.64679
H  0.09634  -3.98451  -4.78162
H  0.90516  -3.08664  -6.06075
H  2.03785  -2.95621  -1.50492
H  0.84605  -1.32084  -0.10392
H  -1.42554  0.06146  1.50933
H  -1.98936  -1.96487  2.65233
H  -2.79150  -0.47054  3.22471
H  -2.58288  -1.85286  4.32650
H  2.10338  -0.02997  6.83072
H  2.15275  1.48111  5.88916
H  3.32549  0.18419  5.55158